Below is a structure of composition C21H23BaN7S3 in a non-equilibrium geometry, with properties calculated with ωB97M-V/def2-TZVPD.

The geometry in XYZ format:
```
55
Properties=species:S:1:pos:R:3:mulliken_charge:R:1
Ba 0.51467 -6.90756 17.23827 1.304
S 0.13961 -5.86904 14.47704 -0.291
C 0.94338 -4.66853 15.51491 -0.431
C 2.28947 -4.35449 15.12982 -0.632
C 3.00068 -3.40870 15.82236 -0.531
C 2.48795 -2.83977 16.97353 -0.441
C 1.22478 -3.21884 17.43469 -0.257
C 0.39880 -4.04740 16.67403 -0.113
S -1.18982 -4.46340 17.26603 -0.244
H 2.64684 -4.93045 14.32011 0.508
H 4.04891 -3.20992 15.51880 0.286
H 3.11794 -2.19943 17.58837 0.349
H 0.82900 -2.70309 18.34503 0.340
C -3.45067 -7.12481 18.17379 -0.732
N -3.24436 -7.34322 16.74353 0.244
C -3.86411 -6.42884 15.79529 -0.511
C -3.33800 -6.95771 14.41709 -0.551
N -2.34614 -7.90075 14.84641 0.013
C -2.34101 -8.12946 16.15377 -0.572
S -1.38761 -9.31012 16.85141 -0.267
H -4.04182 -6.17012 18.23197 0.347
H -2.48917 -6.99714 18.73069 0.175
H -3.98935 -7.96937 18.59490 0.317
H -3.55825 -5.44085 16.04920 0.246
H -4.91440 -6.52578 15.91981 0.440
H -2.90393 -6.21145 13.82750 0.329
H -4.18041 -7.46290 13.93483 0.271
H -1.55329 -8.14119 14.27678 0.365
C 1.89754 -7.70356 21.83870 -1.545
C 2.51333 -8.44297 20.69126 0.783
N 2.28687 -8.30529 19.38799 -0.148
C 2.99404 -9.36229 18.77894 -0.651
C 3.64055 -10.08956 19.71572 -0.495
N 3.31686 -9.50083 20.91447 0.207
C 3.71423 -10.01776 22.20215 -0.966
N 3.67098 -11.48195 22.20581 0.673
N 4.78503 -12.20900 22.29605 -0.632
N 4.51097 -13.46964 22.12051 -0.535
C 3.16119 -13.57619 21.95545 0.062
C 2.28118 -14.63834 21.80158 -0.564
C 0.92658 -14.39289 21.66642 -0.594
C 0.40561 -13.08304 21.61822 -0.750
C 1.25915 -12.01806 21.85879 -0.543
C 2.60942 -12.31239 21.97578 1.202
H 1.35119 -6.87616 21.49264 0.363
H 2.67410 -7.33046 22.50318 0.400
H 1.16120 -8.32329 22.38249 0.297
H 3.10235 -9.39147 17.73121 0.468
H 4.25697 -10.94614 19.62563 0.465
H 3.06896 -9.62147 22.93649 0.632
H 4.71714 -9.83737 22.43402 0.233
H 2.59755 -15.67895 21.81202 0.395
H 0.24484 -15.19046 21.58995 0.427
H -0.61638 -12.90043 21.53819 0.472
H 0.81038 -11.07597 21.98152 0.381
```

The calculation puts the LUMO energy at -0.12 eV. As for the spin multiplicity: 1. The molecular weight is 606.99 u.

Below is an isolated molecule of C21H23BrN2O5S, with properties calculated with ωB97M-V/def2-TZVPD.

The geometry in XYZ format:
```
53
Properties=species:S:1:pos:R:3:mulliken_charge:R:1
C -3.59318 -1.95820 2.47057 -1.176
C -3.66661 -0.52790 2.06900 0.549
C -3.97388 0.59706 2.77309 -0.692
C -3.86991 1.67805 1.86286 -0.591
C -3.51277 1.13621 0.66536 0.457
C -3.18611 1.75411 -0.64959 -1.218
N -1.79082 2.16039 -0.68379 0.310
C -1.43539 3.41282 -1.01733 0.696
O -2.21925 4.24506 -1.42953 -0.718
C 0.04966 3.73865 -0.85800 -0.823
C 1.01305 2.61124 -1.18373 -0.832
S 1.39071 1.68678 0.34474 1.424
O 1.82184 2.65628 1.31697 -0.741
O 0.28726 0.84511 0.74958 -0.728
C 2.83915 0.63460 0.08838 -0.151
C 4.08090 1.22677 0.27455 -0.762
C 5.21647 0.44348 0.35810 -0.360
Br 6.90474 1.27477 0.57946 -0.210
C 5.15031 -0.94889 0.32682 -0.580
C 3.91804 -1.52983 0.15294 0.594
C 2.77055 -0.74200 -0.01571 -0.077
N 1.65434 -1.53827 -0.21563 0.271
C 0.62196 -1.16674 -1.04292 0.492
O 0.71365 -0.18161 -1.74963 -0.670
C -0.55269 -2.06710 -1.02251 -0.043
C -1.78915 -1.59759 -1.74197 -0.564
C -0.98424 -2.70090 -2.32758 -0.728
C 1.98463 -2.91211 0.15311 -0.748
C 3.52442 -2.97764 0.10542 -0.791
O -3.38705 -0.20708 0.78694 -0.158
H -2.56646 -2.31742 2.40277 0.218
H -4.21157 -2.57130 1.81610 0.281
H -3.93831 -2.06886 3.49388 0.354
H -4.23963 0.65275 3.80890 0.477
H -4.04125 2.71452 2.06836 0.539
H -3.37968 1.02994 -1.44883 0.215
H -3.78533 2.65241 -0.82205 0.534
H -1.12998 1.54225 -0.22485 0.162
H 0.24814 4.60641 -1.49078 0.316
H 0.21495 4.04544 0.18012 0.338
H 0.63158 1.90812 -1.91471 0.485
H 1.98078 2.99551 -1.49598 0.639
H 4.12981 2.29724 0.39565 0.567
H 6.04266 -1.54318 0.44792 0.503
H -0.67501 -2.64262 -0.11599 0.673
H -1.72011 -0.62869 -2.21109 0.133
H -2.74256 -1.81478 -1.28868 0.163
H -0.38754 -2.48476 -3.20098 0.239
H -1.36378 -3.71100 -2.28841 0.331
H 1.62197 -3.11333 1.16705 0.258
H 1.51823 -3.61490 -0.53728 0.439
H 3.87776 -3.43585 -0.82142 0.292
H 3.93471 -3.54340 0.94031 0.412
```

As for the structure (SMILES): Cc1ccc(CNC(=O)CCS(=O)(=O)c2cc(Br)cc3c2N(C(=O)C2CC2)CC3)o1. The calculation puts the LUMO energy at 0.21 eV. As for the spin multiplicity: 1. The molecular weight is 495.39 u. As for the energy relative to the best compared isomer or geometry (same formula, charge and spin): 1.242 eV.